# 1
Molecular formula: C5H6N
Method: DFT, ωB97M-V/def2-TZVPD

Output
* LUMO energy: -5.2 eV
* E: -6757.5968 eV
* energy above the lowest of the compared OMol25 structures with the same formula, charge and spin: 7.581 eV
* SMILES: CC=C=[N+]1C=C1
* frontier orbital gap: 10.02 eV
* total charge: +1

CARTESIAN COORDINATES (ANGSTROEM)
C  -0.454  1.380  1.650
C  -0.015  0.968  0.129
C  -0.101  -0.246  -0.093
N  0.183  -1.167  -0.883
C  1.345  -1.997  -0.992
C  0.239  -2.420  -1.204
H  -0.260  0.411  2.000
H  0.039  2.243  2.077
H  -1.513  1.464  1.732
H  0.087  1.581  -0.687
H  2.184  -2.236  -0.373
H  -0.320  -3.075  -1.780

# 2
Molecular formula: C19H34F8O4
Method: DFT, ωB97M-V/def2-TZVPD

Output
* LUMO energy: 0.6 eV
* E: -50182.8345 eV
* energy above the lowest of the compared OMol25 structures with the same formula, charge and spin: 0.194 eV
* SMILES: FC(F)C(F)(F)COC(F)(F)C(F)F.CCCCCCCCCOCCOCOCC
* frontier orbital gap: 9.93 eV
* total charge: 0

CARTESIAN COORDINATES (ANGSTROEM)
F  5.287  -2.890  -2.533
C  5.763  -3.553  -3.604
F  6.902  -4.184  -3.239
C  6.092  -2.596  -4.758
F  7.091  -1.766  -4.393
F  6.565  -3.412  -5.746
C  4.944  -1.797  -5.401
O  4.777  -0.438  -5.030
C  3.969  -0.033  -4.002
F  3.270  -1.046  -3.457
F  3.073  0.843  -4.514
C  4.756  0.747  -2.941
F  5.712  -0.026  -2.392
F  3.897  1.123  -1.964
H  5.033  -4.301  -3.924
H  5.224  -1.738  -6.451
H  4.002  -2.344  -5.355
H  5.218  1.630  -3.386
C  1.061  -1.207  1.930
C  2.425  -0.538  2.146
C  2.832  0.536  1.126
C  1.730  1.420  0.565
C  1.023  2.296  1.615
C  -0.493  2.070  1.687
C  -1.210  3.239  2.348
C  -2.683  3.022  2.714
C  -3.553  2.295  1.682
O  -4.184  1.132  2.191
C  -3.376  -0.035  2.230
C  -3.073  -0.653  0.886
O  -4.132  -1.480  0.423
C  -5.128  -0.815  -0.332
O  -6.387  -1.318  -0.054
C  -7.055  -0.744  1.062
C  -6.785  -1.487  2.372
H  0.327  -0.871  2.655
H  1.148  -2.281  2.073
H  0.673  -1.057  0.928
H  2.486  -0.149  3.160
H  3.175  -1.322  2.090
H  3.562  1.196  1.594
H  3.349  0.052  0.300
H  2.212  2.088  -0.147
H  1.010  0.855  -0.019
H  1.421  2.041  2.596
H  1.207  3.348  1.418
H  -0.868  1.936  0.675
H  -0.663  1.172  2.272
H  -1.115  4.123  1.719
H  -0.667  3.475  3.263
H  -3.120  4.005  2.871
H  -2.775  2.511  3.670
H  -4.366  2.948  1.375
H  -2.987  2.081  0.778
H  -3.947  -0.772  2.788
H  -2.461  0.155  2.795
H  -2.208  -1.302  1.004
H  -2.813  0.088  0.130
H  -5.094  0.260  -0.142
H  -4.954  -0.990  -1.395
H  -8.115  -0.806  0.832
H  -6.812  0.315  1.153
H  -6.493  -0.809  3.168
H  -6.020  -2.235  2.199
H  -7.681  -2.007  2.698

# 3
Molecular formula: C3H4F3NO2S
Method: DFT, ωB97M-V/def2-TZVPD

Output
* LUMO energy: -0.1 eV
* E: -27743.6450 eV
* energy above the lowest of the compared OMol25 structures with the same formula, charge and spin: 3.703 eV
* frontier orbital gap: 9.14 eV
* total charge: 0

CARTESIAN COORDINATES (ANGSTROEM)
C  -1.075  0.512  -0.005
C  1.497  -0.921  0.384
C  -2.384  -0.377  -0.217
N  1.135  1.727  0.912
O  -0.164  0.207  -0.853
O  2.282  0.910  -1.223
F  -3.417  0.392  -0.327
F  -2.388  -1.143  -1.321
F  -2.466  -1.196  0.844
S  1.398  0.742  -0.170
H  1.081  -1.440  -0.487
H  0.734  -0.966  1.069
H  2.460  -1.112  0.716
H  1.307  2.666  0.678

# 4
Molecular formula: C41H45As2Br2InN6O12S
Method: DFT, ωB97M-V/def2-TZVPD

Output
* LUMO energy: -1.0 eV
* E: -354529.0174 eV
* energy above the lowest of the compared OMol25 structures with the same formula, charge and spin: 2.726 eV
* frontier orbital gap: 6.56 eV
* total charge: 0

CARTESIAN COORDINATES (ANGSTROEM)
In  -0.740  -0.881  -0.048
C  -3.739  2.003  -1.584
C  -3.203  0.831  -0.789
O  -1.934  0.880  -0.542
C  -4.085  -0.148  -0.390
C  -3.803  -1.199  0.527
C  -4.933  -2.024  1.072
N  -2.594  -1.391  0.969
N  -2.405  -2.255  2.031
C  -1.195  -2.176  2.493
O  -0.231  -1.434  2.013
C  -0.861  -3.020  3.672
C  0.012  -2.519  4.636
C  0.415  -3.316  5.698
C  -0.035  -4.628  5.788
C  -0.914  -5.123  4.833
C  -1.340  -4.320  3.784
H  -4.334  2.647  -0.933
H  -4.381  1.663  -2.398
H  -2.911  2.583  -1.987
H  -5.115  -0.035  -0.701
H  -5.790  -1.985  0.401
H  -5.232  -1.638  2.049
H  -4.609  -3.053  1.215
H  0.353  -1.493  4.548
H  1.079  -2.915  6.455
H  0.288  -5.260  6.607
H  -1.267  -6.146  4.906
H  -2.023  -4.693  3.030
C  1.062  4.330  -3.478
O  0.117  5.223  -2.863
C  0.240  5.517  -1.562
O  -0.432  6.392  -1.079
C  1.134  4.666  -0.703
C  2.264  5.174  -0.212
As  3.432  4.432  1.272
C  5.166  4.806  0.444
C  2.819  2.751  0.543
C  1.547  2.500  0.937
As  0.174  2.885  -0.407
C  -1.192  3.693  0.740
C  1.193  2.403  2.388
O  0.081  2.201  2.802
O  2.266  2.389  3.202
C  1.985  2.127  4.580
C  3.418  2.322  -0.757
O  4.611  2.286  -0.919
O  2.551  1.913  -1.697
C  3.149  1.423  -2.908
C  2.830  6.402  -0.866
O  3.382  6.329  -1.935
O  2.750  7.575  -0.232
C  1.969  7.671  0.975
H  0.973  4.504  -4.546
H  0.813  3.294  -3.250
H  2.078  4.553  -3.158
H  5.496  5.787  0.789
H  5.116  4.797  -0.642
H  5.880  4.054  0.775
H  -0.755  4.389  1.451
H  -1.726  2.909  1.268
H  -1.884  4.230  0.090
H  2.933  1.855  5.035
H  1.266  1.317  4.674
H  1.580  3.015  5.065
H  3.577  0.435  -2.736
H  3.933  2.098  -3.243
H  2.350  1.372  -3.643
H  1.961  8.725  1.231
H  2.423  7.104  1.785
H  0.949  7.330  0.803
Br  -5.505  -2.239  -3.714
C  -4.395  -3.594  -2.991
C  -4.592  -4.923  -3.331
N  -3.837  -5.897  -2.827
C  -2.870  -5.572  -1.970
C  -2.599  -4.265  -1.589
C  -3.386  -3.253  -2.116
C  -1.454  -3.930  -0.666
O  -1.188  -4.673  0.269
O  -0.802  -2.857  -1.007
H  -5.373  -5.216  -4.024
H  -2.282  -6.388  -1.565
H  -3.207  -2.226  -1.832
S  1.828  -0.829  -0.232
C  2.063  -2.402  0.496
N  2.508  -2.481  1.738
C  2.637  -3.752  2.459
C  1.716  -4.777  1.823
C  2.001  -4.846  0.335
N  1.913  -3.496  -0.230
H  2.474  -1.622  2.259
H  2.371  -3.588  3.501
H  3.677  -4.086  2.408
H  0.678  -4.475  1.952
H  1.853  -5.753  2.284
H  1.261  -5.474  -0.156
H  2.997  -5.250  0.139
H  1.427  -3.372  -1.103
Br  -0.650  -0.626  -7.320
C  -0.692  -0.626  -5.434
C  0.466  -0.858  -4.715
C  0.385  -0.853  -3.332
N  -0.747  -0.622  -2.665
C  -1.851  -0.399  -3.379
C  -1.879  -0.397  -4.764
H  1.408  -1.041  -5.214
H  1.267  -1.037  -2.732
H  -2.765  -0.210  -2.829
H  -2.806  -0.230  -5.295

# 5
Molecular formula: C7H14O
Method: DFT, ωB97M-V/def2-TZVPD

Output
* LUMO energy (alpha / beta): 3.7 / 3.3 eV
* E: -9530.1600 eV
* energy above the lowest of the compared OMol25 structures with the same formula, charge and spin: 1.369 eV
* frontier orbital gap (alpha / beta): 2.48 / 8.94 eV
* ⟨S²⟩: 0.751
* 2S+1: 2
* total charge: -1

CARTESIAN COORDINATES (ANGSTROEM)
C  0.809  2.361  1.920
O  1.199  1.354  2.862
C  -0.093  1.744  0.914
C  -1.378  2.099  0.692
H  1.763  2.783  1.364
H  0.339  3.169  2.399
H  1.937  1.709  3.372
H  0.358  0.912  0.378
H  -2.030  1.706  -0.045
H  -1.912  2.842  1.293
C  -1.269  -1.889  -2.445
C  0.025  -1.323  -1.826
C  0.133  -1.624  -0.345
C  1.275  -2.001  0.297
H  -2.190  -1.533  -1.938
H  -1.340  -1.531  -3.503
H  -1.289  -3.001  -2.395
H  0.009  -0.269  -1.987
H  0.967  -1.659  -2.307
H  -0.817  -1.594  0.213
H  1.257  -2.267  1.356
H  2.247  -1.987  -0.268

# 6
Molecular formula: C4H6O2
Method: DFT, ωB97M-V/def2-TZVPD

Output
* LUMO energy: 1.1 eV
* E: -8338.6844 eV
* energy above the lowest of the compared OMol25 structures with the same formula, charge and spin: 1.777 eV
* frontier orbital gap: 10.12 eV
* total charge: 0

CARTESIAN COORDINATES (ANGSTROEM)
C  0.815  -0.471  -1.302
C  1.108  2.080  1.054
O  0.254  2.772  1.337
C  -0.702  -0.706  1.111
C  -1.174  -0.233  -0.045
O  -0.559  -0.141  -1.246
H  1.089  -0.454  -2.359
H  1.014  -1.467  -0.889
H  1.408  0.271  -0.752
H  0.297  -1.111  1.246
H  -1.360  -0.693  1.973
H  -2.189  0.154  -0.129

# 7
Molecular formula: C19H24F3N3O3S2
Method: DFT, ωB97M-V/def2-TZVPD

Output
* LUMO energy: -0.1 eV
* E: -60525.5119 eV
* energy above the lowest of the compared OMol25 structures with the same formula, charge and spin: 0.422 eV
* frontier orbital gap: 7.47 eV
* total charge: 0

CARTESIAN COORDINATES (ANGSTROEM)
C  -5.368  2.891  -1.680
N  -4.394  1.826  -1.608
C  -3.577  1.920  -0.430
C  -2.476  0.872  -0.391
N  -2.810  -0.413  -0.982
C  -1.857  -1.402  -0.909
C  -0.814  -1.359  0.026
C  0.163  -2.488  0.154
C  -0.271  -3.817  -0.492
C  -0.941  -3.616  -1.848
C  -2.095  -2.604  -1.800
C  -3.936  -0.564  -1.896
C  -4.992  0.520  -1.764
H  -5.908  2.821  -2.631
H  -6.110  2.857  -0.860
H  -4.852  3.855  -1.631
H  -3.108  2.914  -0.432
H  -4.181  1.832  0.498
H  -1.577  1.298  -0.877
H  -2.225  0.748  0.671
H  -1.016  -0.778  0.952
H  1.119  -2.194  -0.311
H  0.398  -2.666  1.212
H  0.608  -4.464  -0.606
H  -0.950  -4.343  0.187
H  -0.198  -3.271  -2.573
H  -1.318  -4.577  -2.221
H  -2.997  -3.148  -1.464
H  -2.312  -2.303  -2.837
H  -3.590  -0.555  -2.946
H  -4.438  -1.527  -1.721
H  -5.670  0.270  -0.922
H  -5.587  0.552  -2.688
F  -0.845  0.804  2.510
C  0.483  0.405  2.417
F  1.210  1.302  3.125
F  0.572  -0.805  3.067
S  0.903  0.223  0.687
N  2.785  0.623  1.147
C  3.268  1.920  1.131
O  2.603  2.927  0.911
C  4.729  1.815  1.416
C  5.198  0.519  1.369
C  6.545  0.213  1.562
C  7.431  1.280  1.791
C  6.962  2.607  1.850
C  5.604  2.876  1.667
S  3.897  -0.643  1.063
O  3.756  -1.528  2.181
O  3.947  -1.176  -0.278
H  6.864  -0.830  1.527
H  8.493  1.071  1.928
H  7.673  3.420  2.039
H  5.200  3.889  1.710

# 8
Molecular formula: C15H15IOPdS
Method: DFT, ωB97M-V/def2-TZVPD

Output
* LUMO energy (alpha / beta): -5.9 / -6.6 eV
* E: -40251.0009 eV
* energy above the lowest of the compared OMol25 structures with the same formula, charge and spin: 3.098 eV
* frontier orbital gap (alpha / beta): 6.20 / 5.43 eV
* ⟨S²⟩: 1.181
* 2S+1: 2
* total charge: +1

CARTESIAN COORDINATES (ANGSTROEM)
Pd  1.875  0.009  0.921
I  2.912  0.748  3.147
C  0.537  -1.670  1.098
C  -0.189  -2.037  2.224
C  -1.378  -2.744  2.040
C  -1.816  -3.111  0.776
C  -1.073  -2.785  -0.374
C  -1.442  -3.115  -1.694
C  -0.620  -2.776  -2.771
C  0.552  -2.073  -2.609
C  0.941  -1.668  -1.305
C  0.127  -2.052  -0.186
H  0.141  -1.788  3.226
H  -1.964  -3.014  2.906
H  -2.733  -3.670  0.662
H  -2.370  -3.633  -1.871
H  -0.909  -3.072  -3.769
H  1.175  -1.823  -3.454
C  -0.234  3.366  1.610
C  0.097  2.529  0.342
C  -1.026  2.731  -0.710
C  1.453  2.993  -0.239
O  0.121  1.218  0.662
H  -0.156  4.425  1.385
H  0.465  3.110  2.405
H  -1.241  3.133  1.943
H  -1.184  3.788  -0.893
H  -1.943  2.287  -0.335
H  -0.752  2.231  -1.636
H  1.389  4.016  -0.602
H  1.727  2.346  -1.078
H  2.229  2.949  0.535
S  3.236  0.079  -1.405
C  2.053  -0.929  -0.952

# 9
Molecular formula: C7H18INO2P
Method: DFT, ωB97M-V/def2-TZVPD

Output
* LUMO energy: -4.0 eV
* E: -30517.7054 eV
* energy above the lowest of the compared OMol25 structures with the same formula, charge and spin: 0.000 eV
* SMILES: C=[P@](O)(I)OCCCCCC[NH3+]
* frontier orbital gap: 7.81 eV
* total charge: +1

CARTESIAN COORDINATES (ANGSTROEM)
C  -0.600  -4.085  -0.487
P  -1.313  -2.667  -0.987
O  -2.443  -3.010  -2.038
I  -0.728  -0.301  -2.308
O  -2.255  -1.944  0.193
C  -1.746  -1.524  1.483
C  -1.311  -0.047  1.448
C  0.139  0.087  1.222
C  0.359  1.562  0.892
C  1.833  1.905  0.602
C  1.823  2.973  -0.517
N  1.642  2.146  -1.829
H  -0.253  -4.046  0.557
H  0.134  -4.557  -1.126
H  -2.235  -3.590  -2.754
H  -2.697  -1.692  1.960
H  -0.938  -2.140  1.866
H  -2.076  0.512  0.744
H  -1.668  0.301  2.397
H  0.618  -0.176  2.109
H  0.549  -0.383  0.336
H  -0.270  1.908  -0.056
H  0.173  2.280  1.697
H  2.403  1.136  0.329
H  2.206  2.462  1.524
H  2.743  3.504  -0.569
H  0.985  3.727  -0.316
H  2.457  1.579  -1.973
H  1.489  2.705  -2.677
H  0.980  1.374  -1.721

# 10
Molecular formula: C5H7N2O2S2
Method: DFT, ωB97M-V/def2-TZVPD

Output
* LUMO energy: 3.0 eV
* E: -34044.1809 eV
* energy above the lowest of the compared OMol25 structures with the same formula, charge and spin: 0.000 eV
* frontier orbital gap: 7.92 eV
* total charge: -1

CARTESIAN COORDINATES (ANGSTROEM)
C  -0.888  1.951  -0.287
C  -0.544  -1.283  0.426
C  3.719  2.566  0.293
C  -2.634  -1.035  -1.136
C  -1.442  -1.130  -0.331
N  0.164  1.962  -0.870
N  0.506  -1.601  1.171
O  4.781  2.491  -0.231
O  3.013  3.262  0.921
S  -2.245  2.275  0.382
S  2.844  0.584  0.021
H  -3.182  0.026  -0.914
H  -2.436  -1.104  -2.227
H  -3.344  -1.859  -0.842
H  3.554  0.281  -1.088
H  1.088  1.643  -0.570
H  1.451  -1.483  0.640
H  0.668  -1.050  2.008

# 11
Molecular formula: C23H24N8ORhS3
Method: DFT, ωB97M-V/def2-TZVPD

Output
* LUMO energy (alpha / beta): -8.9 / -11.6 eV
* E: -73698.4216 eV
* energy above the lowest of the compared OMol25 structures with the same formula, charge and spin: 0.000 eV
* frontier orbital gap (alpha / beta): 8.15 / 5.48 eV
* ⟨S²⟩: 6.046
* 2S+1: 5
* total charge: +3

CARTESIAN COORDINATES (ANGSTROEM)
Rh  1.297  -0.186  0.842
N  -0.557  1.793  3.294
C  0.627  1.358  3.667
N  1.420  0.607  2.911
C  2.591  0.313  3.568
C  2.681  0.838  4.852
S  1.299  1.720  5.252
C  3.586  -0.446  2.900
C  4.806  -0.849  3.435
S  5.714  -1.706  2.303
C  4.412  -1.500  1.136
N  3.370  -0.833  1.600
N  4.515  -1.976  -0.092
H  -0.892  1.572  2.358
H  -1.115  2.383  3.892
H  3.497  0.741  5.552
H  5.188  -0.671  4.429
H  5.336  -2.470  -0.409
H  3.794  -1.783  -0.771
N  -3.847  -5.465  -0.540
C  -2.962  -4.784  -0.277
C  -1.898  -3.873  0.039
C  -1.909  -3.174  1.241
C  -0.920  -2.236  1.463
N  0.051  -1.984  0.577
C  0.082  -2.693  -0.561
C  -0.868  -3.644  -0.870
H  -2.682  -3.341  1.977
H  -0.913  -1.651  2.374
H  0.885  -2.472  -1.252
H  -0.818  -4.186  -1.804
C  0.651  5.070  -3.482
C  1.789  4.107  -3.170
C  1.542  2.697  -3.692
N  0.336  2.092  -3.084
C  0.280  1.383  -1.989
S  1.728  1.051  -1.117
N  -0.966  0.864  -1.678
C  -1.493  0.552  -0.438
O  -0.893  0.845  0.599
C  -2.787  -0.142  -0.451
C  -3.611  -0.039  0.673
C  -4.814  -0.718  0.713
C  -5.192  -1.523  -0.357
C  -4.374  -1.640  -1.475
C  -3.178  -0.946  -1.529
H  0.896  6.075  -3.143
H  -0.279  4.787  -2.982
H  0.461  5.125  -4.555
H  1.981  4.064  -2.095
H  2.713  4.454  -3.636
H  2.380  2.032  -3.499
H  1.356  2.705  -4.766
H  -0.539  2.322  -3.541
H  -1.629  0.812  -2.441
H  -3.316  0.595  1.499
H  -5.466  -0.618  1.570
H  -6.131  -2.060  -0.323
H  -4.671  -2.273  -2.300
H  -2.539  -1.076  -2.396